A cluster of 2 separate species, C6H8S3Si in total at a distorted geometry, computed with ωB97M-V/def2-TZVPD.

Geometry as ORCA input:
```
! wB97M-V def2-TZVPD RIJCOSX def2/J DEFGRID3
* xyz 0 1
C -2.02668 -0.16265 0.72306
C -1.55209 -0.50608 -0.47740
C -1.21581 0.06544 1.86275
C -0.13165 -0.63606 -0.60041
C 0.16112 -0.06139 1.71111
C 0.76746 -0.43889 0.42971
Si 2.56852 -0.87615 0.16662
S 3.22904 -2.02243 -1.32358
S -1.66896 1.78120 -3.37660
S 3.86414 -0.17577 1.72421
H -3.10967 0.13112 0.76029
H -2.14139 -0.64901 -1.46488
H -1.50808 0.31178 2.87707
H 0.15876 -0.72975 -1.54697
H 0.84906 0.12012 2.58176
H -1.46040 2.94539 -2.87367
H -1.72988 1.24235 -2.09155
H 4.94651 -0.33921 0.91848
*
```

**Electronic energy**: -46735.4999 eV
**Energy above the lowest of the compared OMol25 structures with the same formula, charge and spin**: 12.9 kcal per mole
**Gap between HOMO and LUMO**: 8.45 eV
**E_HOMO**: -9.0 eV
**LUMO**: -0.58 eV

Here are the Mulliken charges for atoms 1 to 5, given in e:
1. C -0.243
2. C -0.897
3. C -0.691
4. C -0.226
5. C -0.101

---

A structure of composition C6H9AgO4 at a distorted geometry, computed with ωB97M-V/def2-TZVPD.

Geometry as ORCA input:
```
! wB97M-V def2-TZVPD RIJCOSX def2/J DEFGRID3
* xyz 0 1
O 2.98853 1.77989 1.03722
C 2.61077 0.58261 1.08881
O 3.03077 -0.30804 0.31092
O 1.40920 0.43238 1.69973
C 0.14956 0.35192 1.01202
Ag 4.80295 1.11280 -0.26832
H 0.64403 0.27832 0.02680
H -0.30982 1.00277 1.77772
C -1.33501 -0.81518 1.68233
C -1.88669 -0.79754 0.37413
H -0.72922 -1.65977 2.02228
H -1.96119 -0.35484 2.45664
H -2.27694 -1.73819 -0.03037
C -1.33073 0.12551 -0.53431
C -1.18804 -0.32917 -1.96618
O -0.48331 0.66372 -2.69565
H -1.55305 1.19477 -0.43948
H -2.19054 -0.48593 -2.40062
H -0.64868 -1.29115 -2.00374
H 0.25741 0.25511 -3.14992
*
```

**Electronic energy**: -18548.6947 eV
**Energy above the lowest of the compared OMol25 structures with the same formula, charge and spin**: 107.2 kcal per mole
**Gap between HOMO and LUMO**: 6.00 eV
**E_HOMO**: -7.5 eV
**LUMO**: -1.50 eV

Here are the Mulliken charges for atoms 1 to 5, given in e:
1. O -0.759
2. C 1.148
3. O -0.773
4. O -0.357
5. C -0.497

---

An isolated molecule of C6H9B at a distorted geometry, computed with ωB97M-V/def2-TZVPD.

Geometry as ORCA input:
```
! wB97M-V def2-TZVPD RIJCOSX def2/J DEFGRID3
* xyz 0 1
B -0.40856 0.93314 0.15868
C 0.37876 -1.51395 -0.90726
C 0.38997 -0.43252 -0.14862
C 0.15756 -2.54773 -1.68681
C 0.61041 1.21877 1.37362
C 1.44957 -0.09518 1.00252
C -1.70453 1.42512 -0.35868
H 0.57045 -2.70998 -2.68735
H -0.66026 -3.28604 -1.49084
H 1.39277 2.01472 1.52717
H 0.13045 1.15397 2.33075
H 1.54887 -0.73336 1.84219
H 2.44529 -0.05577 0.59008
H -2.14390 0.62760 -0.96855
H -1.58011 2.32702 -0.94521
H -2.57674 1.67419 0.36833
*
```

**Electronic energy**: -7041.1474 eV
**Energy above the lowest of the compared OMol25 structures with the same formula, charge and spin**: 38.9 kcal per mole
**Gap between HOMO and LUMO**: 9.51 eV
**E_HOMO**: -9.2 eV
**LUMO**: 0.34 eV

Here are the Mulliken charges for atoms 1 to 5, given in e:
1. B 0.113
2. C 0.263
3. C 0.170
4. C -1.006
5. C -0.723

---

A structure of composition C6H9BBr2F3MgO at a distorted geometry, computed with ωB97M-V/def2-TZVPD.

Geometry as ORCA input:
```
! wB97M-V def2-TZVPD RIJCOSX def2/J DEFGRID3
* xyz 1 1
O 2.35866 -2.56478 0.85540
C 2.49234 -1.22061 0.76766
C 2.02375 -0.52727 -0.64985
B 1.68929 1.07986 -0.55421
C 0.75544 1.52489 0.72382
C -0.48661 0.51137 1.06584
C -1.81127 0.68675 0.11628
F -1.62888 1.57510 -1.05455
Br -3.25170 1.57688 1.25194
C -2.47387 -0.76857 -0.37126
F -3.91991 -0.50082 -0.69478
F -2.49328 -1.76579 0.73958
Br -1.64484 -1.47343 -2.04874
H 2.88710 -0.66129 1.71653
H 1.16428 -1.15900 -1.18608
H 2.96136 -0.62620 -1.38228
H 1.19444 1.40943 -1.58966
H 2.71715 1.67103 -0.49515
H 0.28974 2.60091 0.49889
H 1.44804 1.69868 1.68068
H -0.83634 0.77933 2.17540
H -0.21499 -0.62656 1.08055
Mg -3.21991 -3.21991 -2.64600
*
```

**Electronic energy**: -162756.3375 eV
**Gap between HOMO and LUMO**: 2.14 eV
**E_HOMO**: -11.0 eV
**LUMO**: -8.86 eV

Here are the Mulliken charges for atoms 1 to 5, given in e:
1. O -0.479
2. C 0.113
3. C -0.090
4. B 0.000
5. C -0.732